[1]
Molecular formula: C36H33BN10P2Ti
Method: DFT, ωB97M-V/def2-TZVPD

```
83
Properties=species:S:1:pos:R:3:mulliken_spin:R:1
Ti 0.56 1.12 -0.80 0.98
P -1.64 0.02 0.02 0.02
P 0.91 -1.20 0.02 -0.01
N 0.91 1.55 1.19 -0.04
N -2.25 1.19 -3.49 0.00
N 1.42 3.82 -0.44 0.02
N 2.04 2.25 1.35 -0.02
N -0.09 0.65 -2.55 0.00
N 3.21 2.17 -0.84 0.01
N 2.41 1.31 -1.49 -0.01
N 0.38 3.12 -0.93 -0.03
N -4.31 2.33 -2.86 0.00
N -0.70 -1.31 0.63 -0.01
C 2.04 -1.40 1.43 -0.01
C -2.69 0.64 1.37 -0.02
C -3.36 -2.55 -2.63 0.00
C -2.88 -0.84 -1.01 0.01
C -0.04 5.29 -1.19 0.01
C 1.64 -3.91 -0.34 0.00
C 3.13 0.74 -2.45 0.01
C 2.69 -1.74 3.72 0.00
C -0.52 3.99 -1.38 -0.01
C 0.54 1.12 2.40 0.01
C 1.45 1.54 3.36 0.00
C 3.37 -1.14 1.10 0.00
C -4.22 -0.46 -1.01 0.00
C 4.44 2.14 -1.37 0.02
C 1.62 -4.96 -2.49 0.00
C -5.12 -1.15 -1.81 0.00
C -4.70 -2.19 -2.61 0.00
C -3.65 2.65 2.29 0.01
C 4.36 -1.20 2.07 0.00
C 1.20 -3.78 -3.08 0.00
C -3.52 -0.13 2.19 0.00
C -4.39 0.49 3.06 0.00
C -2.75 2.03 1.45 0.01
C -3.34 1.79 -3.16 0.00
C -1.32 -2.57 1.06 0.00
C -2.45 -1.87 -1.85 0.01
C 1.01 -2.66 -2.30 0.01
C 1.19 5.13 -0.59 0.01
C 1.70 -1.69 2.75 0.00
C 2.39 2.26 2.64 0.00
C -1.17 0.96 -2.95 0.02
C 4.43 1.24 -2.42 0.00
C -4.47 1.87 3.10 0.00
C 1.21 -2.72 -0.93 -0.01
C 1.85 -5.02 -1.13 0.00
C 4.02 -1.50 3.38 0.00
B 2.62 3.11 0.21 0.01
H -3.49 -1.21 2.14 0.00
H -5.18 2.35 3.75 0.00
H 5.25 0.99 -3.07 0.00
H -0.36 0.54 2.53 0.00
H 1.03 -3.74 -4.15 0.00
H -1.35 -2.63 2.14 0.00
H 0.68 -1.88 3.03 0.00
H -0.53 6.20 -1.45 0.00
H -2.34 -2.63 0.67 0.00
H 5.39 -1.01 1.80 0.00
H 1.78 -5.84 -3.10 0.00
H -3.72 3.72 2.31 0.00
H 1.83 -3.95 0.73 0.00
H -5.41 -2.74 -3.21 0.00
H -2.08 2.62 0.82 0.01
H 2.71 0.00 -3.12 0.00
H 3.42 3.88 0.61 0.00
H -5.04 -0.10 3.69 0.00
H 5.23 2.74 -0.98 0.00
H 4.78 -1.54 4.14 0.00
H -6.16 -0.86 -1.80 0.00
H -1.45 3.67 -1.81 0.00
H 2.20 -5.94 -0.68 0.00
H -0.76 -3.42 0.67 0.00
H 2.43 -1.96 4.74 0.00
H 0.71 -1.72 -2.76 0.00
H -3.02 -3.36 -3.26 0.00
H -4.56 0.36 -0.40 0.00
H 1.90 5.86 -0.26 0.00
H 1.44 1.35 4.41 0.00
H -1.40 -2.15 -1.86 0.00
H 3.27 2.76 2.98 0.00
H 3.63 -0.89 0.08 0.00
```

Calculated values
Energy relative to the best compared isomer or geometry (same formula, charge and spin) = 97.1 kJ/mol
LUMO (spin up / spin down) = -3.0036 / -2.8177 eV
Gap between HOMO and LUMO (spin up / spin down) = 7.7 / 8.7 eV
Strongest force on any atom = 1.9 eV/Å
<S²> = 0.753
Spin multiplicity = 2
HOMO (spin up / spin down) = -10.724 / -11.566 eV
Net charge = +1
E_tot = -3496.2170 Eh

[2]
Molecular formula: C36H33IrN12OSTe
Method: DFT, ωB97M-V/def2-TZVPD

```
85
Properties=species:S:1:pos:R:3:mulliken_spin:R:1
Ir -0.16 0.30 0.32 0.00
Te -0.68 2.85 1.10 0.00
S -0.08 1.36 -1.77 0.00
O 5.57 -2.45 3.10 -0.05
N -1.36 -0.91 -0.90 0.00
N 0.99 -1.17 4.20 0.00
N 3.58 -0.92 -1.25 0.00
N 0.65 -0.61 2.14 0.00
N 7.09 -3.19 4.53 0.13
N -0.19 -0.02 -4.03 0.00
N 7.55 -3.41 3.33 0.14
N 1.58 -0.56 -0.51 0.00
N -1.09 -1.10 -2.23 0.00
N -1.90 -0.07 1.47 0.00
N 2.90 -2.06 -1.51 0.00
N 0.71 -2.33 3.56 0.00
C 1.70 -1.81 -1.06 0.00
C 5.87 -1.80 -0.96 -0.02
C 4.97 -2.20 5.39 0.01
C -3.29 -2.42 -1.13 0.00
C -3.79 -1.54 1.68 0.00
C -2.89 7.04 -0.85 0.00
C 5.88 -2.62 4.40 0.16
C 0.51 -1.96 2.33 0.00
C 5.41 -1.98 6.71 0.09
C 1.29 -1.22 5.64 0.01
C 7.68 -3.55 0.31 0.08
C -2.15 0.36 2.72 0.00
C -0.79 5.30 -0.33 0.00
C -3.15 5.69 -0.64 0.00
C 2.75 -1.43 5.95 -0.02
C 3.22 -1.17 7.25 0.11
C -0.48 -0.05 -2.73 0.00
C 7.70 -3.41 -1.06 -0.03
C 0.95 -0.15 3.35 0.00
C -1.60 7.52 -0.78 0.00
C -0.54 6.65 -0.52 0.00
C 4.53 -1.45 7.63 -0.03
C -2.71 -1.03 0.96 0.00
C 6.81 -2.55 -1.69 0.12
C 6.64 -2.93 2.45 0.16
C -3.19 -0.11 3.49 0.00
C 4.98 -0.79 -1.65 0.00
C 6.72 -2.82 1.05 0.01
C -2.40 -1.48 -0.40 0.00
C -2.10 4.82 -0.39 0.00
C 5.82 -1.95 0.40 0.07
C -2.33 3.34 -0.16 0.00
C 2.79 -0.04 -0.65 0.00
C -4.04 -1.08 2.96 0.00
C 3.63 -1.94 5.03 0.06
C 0.33 4.32 -0.06 0.00
H 0.91 -0.32 6.11 0.00
H 0.70 3.84 -0.97 0.00
H -2.24 2.74 -1.06 0.00
H 6.85 -2.45 -2.77 0.00
H 4.85 -1.25 8.64 0.00
H 5.28 0.23 -1.38 0.00
H 1.15 0.87 3.61 0.00
H -3.28 -3.40 -0.64 0.00
H -4.42 -2.29 1.23 0.00
H 0.88 -2.51 -1.15 0.00
H 5.11 -1.39 0.99 0.00
H -4.87 -1.46 3.53 0.00
H 3.09 0.96 -0.37 0.00
H 0.25 -2.65 1.55 0.00
H -4.17 5.32 -0.67 0.00
H 8.41 -3.98 -1.65 0.00
H -1.40 8.57 -0.92 0.00
H -3.35 0.29 4.48 0.00
H 5.03 -0.88 -2.73 0.00
H 0.71 -2.07 6.00 0.00
H -2.95 -2.54 -2.16 0.00
H 0.22 0.79 -4.45 0.00
H -0.52 -0.76 -4.63 0.00
H 0.47 7.04 -0.46 0.00
H 6.44 -2.21 6.98 0.00
H -3.71 7.71 -1.05 0.00
H -1.49 1.12 3.12 0.00
H -4.32 -2.06 -1.14 0.00
H -3.27 3.12 0.34 0.00
H 3.31 -2.17 4.02 0.01
H 1.16 4.75 0.49 0.00
H 2.54 -0.76 7.99 0.00
H 8.37 -4.20 0.83 0.00
```

Calculated values
Energy relative to the best compared isomer or geometry (same formula, charge and spin) = 55.0 kJ/mol
LUMO (spin up / spin down) = -7.9828 / -10.9243 eV
Gap between HOMO and LUMO (spin up / spin down) = 7.0 / 4.1 eV
Strongest force on any atom = 0.9 eV/Å
<S²> = 0.787
Spin multiplicity = 2
HOMO (spin up / spin down) = -14.992 / -14.992 eV
Net charge = +3
E_tot = -2893.6088 Eh

[3]
Molecular formula: C36H33N8O5Y
Method: DFT, ωB97M-V/def2-TZVPD

```
83
Properties=species:S:1:pos:R:3:lowdin_charge:R:1
Y 0.80 0.29 -0.61 1.54
O 0.44 -3.60 -1.34 0.09
O 0.13 -1.70 -0.31 -0.25
O 2.52 -0.76 1.29 -0.16
O 4.36 -1.48 -2.44 0.06
O 2.40 -0.59 -1.87 -0.16
N -0.56 1.38 1.28 0.11
N 1.19 2.23 -2.01 0.08
N 2.07 2.37 0.66 -0.09
N -1.76 -3.91 1.24 0.16
N -1.07 -3.02 3.27 0.10
N 2.20 4.17 -2.47 0.16
N -5.60 -0.72 -5.42 0.13
N -0.55 2.60 3.18 0.17
C 1.81 3.29 -1.50 -0.30
C 1.62 2.35 2.06 -0.14
C 1.04 2.18 -5.79 -0.07
C -3.60 -3.40 4.26 -0.09
C 3.83 -1.24 0.72 -0.23
C -3.36 -3.73 2.98 -0.04
C 3.44 -2.25 -0.40 -0.09
C 1.89 3.64 -3.70 -0.19
C 1.22 2.42 -3.39 -0.19
C -1.44 0.14 -2.05 -0.20
C -3.51 -0.21 -4.00 -0.27
C 2.04 -2.20 1.55 -0.18
C -3.20 1.07 -3.48 -0.07
C -1.85 2.11 3.05 -0.18
C 3.38 -1.43 -1.71 -0.59
C 1.80 3.36 -6.01 -0.09
C -2.68 -1.28 -3.61 -0.04
C 4.38 -1.94 1.97 -0.11
C -2.50 -3.12 5.12 -0.10
C -3.02 0.69 1.46 0.00
C -2.05 -3.52 2.48 -0.39
C -2.23 1.23 -2.48 -0.18
C 0.14 2.16 2.11 -0.31
C 3.15 -2.75 2.45 -0.09
C 2.15 4.14 -4.96 -0.05
C -4.69 -0.40 -4.75 -0.21
C 0.80 1.68 -4.51 0.01
C -3.02 2.34 3.74 -0.02
C -4.21 1.00 2.10 -0.09
C 2.13 -2.88 0.16 -0.12
C -4.21 1.73 3.27 -0.08
C 0.87 -2.74 -0.63 -0.62
C -1.83 1.30 1.87 -0.19
C 1.95 3.66 -0.09 -0.11
C -1.27 -2.89 4.57 -0.19
C -1.76 -1.13 -2.58 -0.14
H -1.98 2.24 -2.14 0.08
H 1.24 4.45 0.25 0.15
H -1.21 -2.00 -2.25 0.06
H -2.86 -2.30 -4.01 0.12
H -1.04 -3.34 0.80 0.07
H 1.81 3.36 2.58 0.14
H -5.11 0.67 1.56 0.12
H -3.06 2.86 4.67 0.10
H -2.60 -3.88 0.71 0.09
H 2.96 -2.52 3.47 0.10
H 0.26 0.70 -4.35 0.13
H 2.75 5.05 -5.03 0.12
H -5.10 1.73 3.84 0.09
H -0.40 -2.63 5.16 0.10
H 1.05 -2.19 1.94 0.11
H -4.63 -3.33 4.63 0.11
H 2.99 1.96 0.59 0.12
H -3.80 1.90 -3.92 0.11
H -0.23 3.26 3.89 0.17
H 2.79 4.99 -2.38 0.16
H 4.57 -0.47 0.38 0.17
H 0.76 1.61 -6.70 0.12
H -4.14 -4.25 2.39 0.12
H 2.25 -3.99 0.31 0.18
H 2.93 4.16 0.08 0.14
H 5.20 -2.58 1.71 0.11
H 2.04 3.72 -7.06 0.13
H 2.17 1.64 2.70 0.14
H -2.65 -3.30 6.18 0.10
H 3.27 -3.85 2.35 0.13
H -2.97 -0.02 0.62 0.12
H 4.24 -3.02 -0.41 0.16
H 4.69 -1.23 2.70 0.10
```

Calculated values
Energy relative to the best compared isomer or geometry (same formula, charge and spin) = 102.2 kJ/mol
LUMO = -0.5570 eV
Gap between HOMO and LUMO = 6.9 eV
Strongest force on any atom = 3.1 eV/Å
HOMO = -7.435 eV
Net charge = 0
E_tot = -2244.3732 Eh